Arrangement A

The following is a quantum chemistry calculation of a structure of composition C17H23N3O3, from OMol25.

The geometry in ORCA input format:
```
! RIJCOSX wB97M-V def2-TZVPD def2/J DEFGRID3
* xyz 0 1
C -0.15138 2.22644 0.88737
C -0.59955 1.83825 -0.63233
C 1.04953 1.29225 1.20890
C 2.18959 1.21973 0.30175
C 2.32931 1.91361 -0.91730
C 3.26341 0.26948 0.41468
C 4.07304 0.38066 -0.79034
C 3.56673 -0.91207 1.30012
C 5.03555 -0.62967 -1.09008
C 4.48500 -1.77027 1.00039
C 5.13025 -1.59722 -0.23243
C -1.61277 -0.32374 -0.17299
C -0.43493 -1.36894 -0.56174
C -2.95673 -1.01974 -0.59107
C -3.25505 -2.25423 0.35486
C -3.94708 0.18170 -0.14330
C -5.28697 -0.48907 -0.50374
H -0.48409 2.08444 2.70101
H -1.63153 3.57970 1.91768
H 0.28388 3.29476 0.89269
H 1.57283 1.92869 2.08617
H 0.77080 0.39760 1.79321
H 1.28382 2.44501 -1.54988
H 3.85184 1.85386 -2.46152
H 2.84119 -1.07819 2.10131
H 5.77013 -0.70177 -1.93095
H 4.62996 -2.74513 1.69988
H 5.77546 -2.39322 -0.64954
H -1.15447 0.54037 -2.04386
H -1.65588 0.11875 0.91287
H -2.65533 -1.20517 -1.68642
H -1.87617 -2.63185 0.57092
H -3.84182 -1.87449 1.43393
H -3.82321 -3.21281 -0.47972
H -3.62686 1.05516 -0.73672
H -3.64296 0.26829 0.87127
H -5.32087 -0.37022 -1.59871
H -5.29429 -1.58037 -0.14526
H -6.46607 -0.25680 0.30433
H 1.09820 -2.35012 -0.20933
N -1.26043 2.36085 1.81240
N 3.55053 1.55116 -1.47767
N -1.45006 0.82976 -0.94685
O -0.30753 2.54764 -1.62460
O -0.19432 -1.57787 -1.77159
O 0.37929 -1.83520 0.38218
*
```

Computed properties:
- HOMO (eV) = -7.57
- E_LUMO (eV) = 0.413

=====

Arrangement B

The following is a quantum chemistry calculation of an isolated molecule of C17H23N3O3, from OMol25.

The geometry in ORCA input format:
```
! RIJCOSX wB97M-V def2-TZVPD def2/J DEFGRID3
* xyz 0 1
C 5.24416 0.44753 1.83892
C 4.41820 1.21724 0.77370
C 4.19224 0.39287 -0.51852
C 3.70116 1.31446 -1.59614
C 3.33010 -0.95254 -0.47137
N 3.06402 -1.54303 -1.77423
C 2.01978 -0.73173 0.28525
O 1.92798 -0.53917 1.49792
N 0.88873 -0.66957 -0.46279
C -0.43754 -0.35094 0.18847
C -1.48270 0.16192 -0.82272
C -2.76069 0.77752 -0.29207
C -2.93220 2.01128 0.32889
N -4.26207 2.13599 0.66922
C -5.03949 1.05906 0.21240
C -6.31261 0.60857 0.52579
C -6.66218 -0.67681 0.12347
C -5.75903 -1.51197 -0.53997
C -4.43745 -1.10808 -0.75628
C -4.06460 0.16388 -0.34001
C -0.90653 -1.70401 0.87771
O -1.84121 -2.41192 0.54875
O -0.39353 -1.85863 2.13722
H 4.73754 -0.44782 2.15833
H 6.15648 0.04264 1.27421
H 5.60244 1.00448 2.74158
H 3.39510 1.48666 1.09311
H 4.97417 2.08832 0.44008
H 5.11924 -0.01258 -0.89343
H 3.39812 0.76709 -2.46048
H 2.88277 1.85631 -1.15219
H 4.38806 2.12700 -1.90444
H 3.94772 -1.53532 0.17207
H 2.47363 -2.30386 -1.53935
H 3.93917 -1.93712 -2.10526
H 1.11756 -0.56210 -1.42361
H -0.29725 0.38727 0.99442
H -0.90903 1.01995 -1.29921
H -1.67899 -0.69401 -1.50776
H -2.22178 2.78123 0.61223
H -4.59937 3.03988 0.93974
H -6.99413 1.23964 1.01836
H -7.71729 -0.91809 0.15426
H -5.98115 -2.57599 -0.80033
H -3.67358 -1.71189 -1.20383
H 0.44602 -1.37359 2.25786
*
```

Computed properties:
- HOMO (eV) = -7.77
- structure (SMILES) = CC[C@H](C)[C@H](N)C(=O)N[C@@H](Cc1c[nH]c2ccccc12)C(=O)O
- E_LUMO (eV) = 0.605

=====

Arrangement C

The following is a quantum chemistry calculation of a cluster of 2 separate species, C17H23N3O3 in total, from OMol25.

The geometry in ORCA input format:
```
! RIJCOSX wB97M-V def2-TZVPD def2/J DEFGRID3
* xyz 0 1
C 0.81269 1.65740 1.28398
C -0.28571 1.50936 0.12896
C 2.31865 1.23209 0.66030
C 2.62687 1.68202 -0.80894
C 3.84226 0.91048 -1.12380
C 2.87709 3.19760 -0.63489
C -2.46874 0.33155 -0.38484
C -3.83765 0.81945 -0.12163
C -2.52611 -1.28441 -0.66762
C -1.24232 -1.69381 -0.95510
C -0.51328 -1.50536 -2.22066
C -0.17578 -2.06275 0.07081
C 0.98798 -2.19094 -0.75394
C -0.16075 -2.22369 1.44117
C 2.31925 -2.39533 -0.19180
C 1.08540 -2.35337 2.10947
C 2.26998 -2.37472 1.24575
H 1.27830 1.28796 3.20961
H 0.60478 -0.15202 2.35943
H 0.67508 2.69397 1.67989
H 2.26363 0.14257 0.69779
H 3.33773 1.58948 1.25269
H 1.87091 1.50144 -1.69065
H 3.56766 -0.16435 -1.23933
H 4.65042 0.73950 -0.19590
H 4.33112 1.37754 -1.93607
H 1.74562 3.37126 -0.02862
H 2.83198 3.61676 -1.86744
H 3.88771 3.43100 0.01015
H -1.21677 0.14081 1.28076
H -2.13818 1.08128 -1.29882
H -2.94280 -1.67906 0.30523
H -3.13568 -1.41907 -1.63752
H -0.72200 -0.97154 -3.30074
H 1.79458 -0.85710 -2.58814
H -1.02853 -2.42696 2.00676
H 3.30750 -2.53554 -0.73945
H 0.94595 -2.58283 3.22202
H 3.39531 -2.31713 1.75701
H -2.75351 1.84086 0.87543
N 0.34132 0.95044 2.56685
N -1.35850 0.63714 0.48744
N 0.74915 -1.88706 -1.97060
O -0.38462 2.30494 -0.92108
O -4.86809 0.08085 -0.25484
O -3.77899 1.97097 0.65301
*
```

Computed properties:
- HOMO (eV) = -8.18
- E_LUMO (eV) = -1.368

=====

Name the least stable of them. arrangement A.